{"formula": "C4H7N", "method": "the ωB97M-V functional and the def2-TZVPD basis", "symbols": ["C", "C", "C", "C", "N", "H", "H", "H", "H", "H", "H", "H"], "positions_angstrom": [[-1.723, 0.042, 0.076], [1.763, -1.244, -0.448], [1.873, -0.016, -0.172], [-1.628, -1.382, -0.015], [-1.748, 1.168, 0.213], [2.345, -2.042, 0.157], [0.975, -1.583, -1.035], [2.732, 0.482, 0.449], [1.286, 0.736, -0.692], [-2.556, -1.832, 0.148], [-0.759, -1.763, 0.653], [-1.279, -1.706, -1.052]], "e_tot_ev": -5744.3919, "homo_energy_ha": [-0.201, -0.430], "s_squared": 2.006, "multiplicity": 3, "homo_lumo_gap_ev": [6.259, 8.959]}

{"formula": "C20H37F9N2NbO4S", "method": "the ωB97M-V functional and the def2-TZVPD basis", "symbols": ["C", "C", "C", "O", "O", "C", "C", "Nb", "C", "C", "C", "N", "C", "C", "O", "C", "C", "O", "C", "C", "C", "F", "F", "C", "F", "F", "S", "F", "F", "F", "F", "F", "H", "H", "H", "H", "H", "H", "H", "H", "H", "H", "H", "H", "H", "H", "H", "H", "H", "H", "H", "H", "H", "H", "H", "H", "H", "H", "H", "H", "H", "H", "C", "C", "C", "C", "N", "H", "H", "H", "H", "H", "H", "H"], "positions_angstrom": [[2.090, -4.380, 0.529], [3.505, -4.037, 0.967], [3.894, -2.576, 0.870], [5.018, -2.201, 1.097], [2.893, -1.766, 0.530], [2.871, -0.463, 1.176], [1.496, 0.152, 1.050], [0.294, 0.128, -0.907], [1.289, 1.986, -1.735], [2.810, 2.056, -1.937], [3.313, 1.190, -3.103], [4.106, 0.037, -2.634], [-1.625, 1.208, -0.296], [-1.964, 1.106, 1.179], [-2.447, -0.212, 1.567], [-3.746, -0.272, 1.947], [-4.741, -0.052, 0.834], [-4.061, -0.508, 3.080], [-0.486, -1.964, -0.446], [-1.983, -2.208, -0.714], [-2.222, -3.151, -1.857], [-1.579, -2.835, -2.993], [-1.775, -4.397, -1.516], [-3.740, -3.404, -2.191], [-3.888, -4.588, -2.790], [-4.434, -3.438, -1.046], [-4.596, -2.138, -3.351], [-5.531, -1.579, -2.191], [-5.727, -3.206, -3.705], [-3.714, -2.659, -4.561], [-3.542, -1.010, -3.023], [-5.306, -1.136, -4.347], [1.924, -5.457, 0.564], [1.909, -4.037, -0.489], [1.353, -3.880, 1.156], [4.232, -4.568, 0.348], [3.671, -4.310, 2.012], [3.157, -0.647, 2.218], [3.651, 0.166, 0.743], [1.543, 1.200, 1.380], [0.840, -0.374, 1.762], [1.593, -0.745, -1.835], [-0.564, -0.136, -2.520], [0.824, 2.212, -2.705], [0.978, 2.782, -1.040], [3.371, 1.752, -1.049], [3.096, 3.101, -2.134], [3.948, 1.795, -3.759], [2.451, 0.843, -3.674], [3.725, -0.836, -2.973], [5.058, 0.102, -2.967], [-1.449, 2.267, -0.525], [-2.506, 0.932, -0.886], [-2.747, 1.828, 1.449], [-1.119, 1.330, 1.830], [-4.663, 0.982, 0.486], [-4.523, -0.696, -0.017], [-5.749, -0.219, 1.206], [-0.237, -2.238, 0.582], [0.079, -2.656, -1.077], [-2.439, -2.711, 0.145], [-2.551, -1.290, -0.859], [0.433, 5.383, 4.696], [1.790, 4.930, 4.173], [1.906, 5.042, 2.649], [0.914, 4.212, 1.967], [0.160, 3.536, 1.431], [-0.368, 4.758, 4.300], [0.398, 5.318, 5.784], [0.228, 6.418, 4.414], [1.974, 3.896, 4.468], [2.582, 5.535, 4.620], [2.893, 4.724, 2.311], [1.762, 6.076, 2.329]], "charge": -1, "e_tot_ev": -69347.4237, "homo_energy_ha": -0.170, "multiplicity": 1, "homo_lumo_gap_ev": 6.962}

{"formula": "C4H8NO2", "method": "the ωB97M-V functional and the def2-TZVPD basis", "symbols": ["C", "C", "C", "C", "N", "O", "O", "H", "H", "H", "H", "H", "H", "H", "H"], "positions_angstrom": [[-1.168, -2.264, 0.037], [-0.753, -0.046, -0.918], [0.696, -0.151, -1.052], [-0.886, -1.001, 0.266], [1.671, 0.753, -0.811], [-1.487, -3.329, -0.255], [-0.189, 1.428, 2.005], [-1.061, -0.534, 1.349], [-1.183, 1.011, -0.837], [-1.121, -0.669, -1.783], [1.254, -1.063, -1.409], [2.620, 0.560, -1.023], [-0.076, 2.412, 2.127], [1.514, 1.729, -0.558], [0.168, 1.163, 2.864]], "charge": 1, "e_tot_ev": -9854.0590, "homo_energy_ha": -0.492, "multiplicity": 1, "homo_lumo_gap_ev": 8.758}

{"formula": "C38H40BF13IN4O10S", "method": "the ωB97M-V functional and the def2-TZVPD basis", "symbols": ["C", "O", "C", "C", "C", "C", "B", "C", "C", "C", "C", "F", "F", "C", "F", "F", "C", "F", "F", "C", "F", "F", "S", "F", "F", "F", "F", "F", "C", "C", "O", "I", "H", "H", "H", "H", "H", "H", "H", "H", "H", "H", "H", "H", "H", "H", "H", "H", "H", "H", "H", "H", "C", "C", "C", "C", "C", "C", "N", "O", "O", "H", "H", "H", "H", "H", "C", "C", "C", "C", "C", "C", "N", "O", "O", "H", "H", "H", "H", "H", "C", "C", "C", "C", "C", "C", "N", "O", "O", "H", "H", "H", "H", "H", "C", "C", "C", "C", "C", "C", "N", "O", "O", "H", "H", "H", "H", "H"], "positions_angstrom": [[1.235, -3.903, -0.655], [1.365, -3.920, -2.059], [1.748, -2.673, -2.631], [0.661, -2.093, -3.517], [-0.472, -1.385, -2.729], [-0.060, 0.032, -2.303], [-1.159, 1.042, -1.594], [-0.476, 2.531, -1.428], [-1.826, 0.458, -0.194], [-0.973, -0.469, 0.692], [-0.070, 0.233, 1.702], [-0.030, 1.581, 1.556], [-0.590, 0.033, 2.972], [1.381, -0.329, 1.767], [1.866, -0.690, 0.566], [1.330, -1.463, 2.520], [2.440, 0.566, 2.487], [3.491, -0.228, 2.759], [1.913, 0.934, 3.679], [2.839, 1.889, 1.716], [2.230, 2.903, 2.324], [2.415, 1.859, 0.475], [4.706, 2.311, 1.691], [4.995, 0.836, 1.159], [4.630, 2.811, 0.185], [4.464, 3.803, 2.165], [4.832, 1.856, 3.204], [6.267, 2.580, 1.678], [-2.456, 1.224, -2.710], [-3.132, 2.511, -2.623], [-3.848, 2.949, -1.788], [-2.728, 3.886, -4.359], [0.314, -3.398, -0.337], [2.086, -3.402, -0.181], [1.184, -4.941, -0.323], [2.655, -2.828, -3.229], [2.018, -1.951, -1.851], [1.124, -1.318, -4.138], [0.271, -2.861, -4.190], [-0.743, -1.995, -1.861], [-1.333, -1.413, -3.403], [0.378, 0.567, -3.154], [0.738, -0.103, -1.558], [-0.261, 3.017, -2.384], [-1.062, 3.195, -0.782], [0.486, 2.420, -0.912], [-2.694, -0.147, -0.479], [-2.238, 1.280, 0.401], [-1.653, -1.077, 1.298], [-0.411, -1.192, 0.099], [-1.991, 1.162, -3.693], [-3.176, 0.410, -2.628], [1.155, 2.527, 6.202], [1.612, 3.756, 5.744], [1.135, 4.929, 6.307], [0.205, 4.845, 7.327], [-0.269, 3.633, 7.793], [0.213, 2.468, 7.221], [-0.289, 6.087, 7.946], [0.128, 7.140, 7.511], [-1.082, 5.985, 8.861], [1.532, 1.615, 5.766], [2.342, 3.801, 4.948], [1.482, 5.890, 5.959], [-0.999, 3.600, 8.588], [-0.144, 1.509, 7.573], [-4.078, -0.490, 6.871], [-3.281, -0.165, 5.782], [-3.566, -0.687, 4.530], [-4.655, -1.527, 4.394], [-5.459, -1.868, 5.466], [-5.163, -1.342, 6.713], [-4.976, -2.076, 3.062], [-4.249, -1.777, 2.141], [-5.953, -2.794, 2.974], [-3.855, -0.076, 7.846], [-2.435, 0.498, 5.901], [-2.948, -0.434, 3.680], [-6.300, -2.530, 5.329], [-5.783, -1.596, 7.562], [-5.138, -2.781, -8.529], [-5.307, -3.032, -7.173], [-4.545, -2.348, -6.239], [-3.625, -1.419, -6.685], [-3.437, -1.156, -8.028], [-4.202, -1.847, -8.954], [-2.824, -0.676, -5.694], [-2.995, -0.943, -4.522], [-2.041, 0.150, -6.114], [-5.738, -3.314, -9.255], [-6.034, -3.760, -6.842], [-4.665, -2.533, -5.182], [-2.708, -0.425, -8.344], [-4.069, -1.653, -10.010], [6.661, -1.825, -1.350], [5.639, -0.889, -1.437], [4.958, -0.712, -2.633], [5.322, -1.483, -3.721], [6.338, -2.418, -3.655], [7.011, -2.587, -2.457], [4.603, -1.310, -4.996], [3.736, -0.466, -5.043], [4.930, -2.025, -5.925], [7.186, -1.962, -0.413], [5.372, -0.301, -0.575], [4.160, 0.013, -2.715], [6.599, -3.004, -4.524], [7.809, -3.314, -2.387]], "charge": -1, "e_tot_ev": -121419.1958, "homo_energy_ha": -0.206, "multiplicity": 1, "homo_lumo_gap_ev": 6.529}

{"formula": "C5H9N", "method": "the ωB97M-V functional and the def2-TZVPD basis", "symbols": ["C", "N", "C", "H", "H", "H", "C", "C", "C", "H", "H", "H", "H", "H", "H"], "positions_angstrom": [[-0.496, 0.900, -1.385], [-1.484, 0.473, -0.748], [-1.750, 1.236, -2.032], [0.587, 0.829, -1.346], [-2.100, 0.645, -2.872], [-2.200, 2.223, -1.919], [1.870, 0.160, 1.397], [0.610, -0.258, 1.411], [0.156, -1.543, 0.791], [2.188, 1.037, 1.949], [2.633, -0.415, 0.870], [-0.146, 0.344, 1.918], [1.006, -2.054, 0.329], [-0.244, -2.185, 1.582], [-0.629, -1.392, 0.055]], "e_tot_ev": -6817.8983, "homo_energy_ha": -0.348, "smiles": "C1=NC1.C=CC", "multiplicity": 1, "homo_lumo_gap_ev": 10.601}

{"formula": "C11H16N2O3", "method": "the ωB97M-V functional and the def2-TZVPD basis", "symbols": ["C", "C", "O", "C", "C", "C", "C", "C", "N", "O", "C", "C", "N", "O", "C", "C", "H", "H", "H", "H", "H", "H", "H", "H", "H", "H", "H", "H", "H", "H", "H", "H"], "positions_angstrom": [[-4.514, -0.574, 0.187], [-4.194, 0.340, 1.339], [-3.316, 1.295, 0.918], [-1.886, 1.081, 0.714], [-1.240, 0.017, 0.844], [0.183, -0.354, 0.685], [1.031, 0.672, 0.363], [2.401, 0.459, -0.260], [3.287, 1.445, 0.336], [2.998, 2.158, 1.190], [2.875, -0.700, -0.879], [3.404, -1.738, -0.224], [1.678, -1.035, -1.632], [1.955, -2.074, -2.852], [0.293, 1.967, -0.110], [-1.016, 2.121, 0.159], [-4.927, 0.102, -0.572], [-3.667, -1.117, -0.425], [-5.191, -1.182, 0.319], [-4.991, 0.735, 1.604], [-3.536, -0.364, 2.192], [-1.779, -0.912, 1.304], [0.455, -1.366, 0.735], [2.093, 2.372, 1.354], [3.529, -0.270, -1.922], [2.740, -2.330, 0.623], [3.638, -2.734, -0.803], [4.307, -1.570, 0.503], [1.229, -0.379, -2.129], [2.826, -1.739, -3.238], [0.880, 2.570, -0.472], [-1.546, 3.106, 0.148]], "e_tot_ev": -20775.1436, "homo_energy_ha": -0.305, "smiles": "CCOc1ccc(/C(=N\\O)[C@@H](C)NO)cc1", "multiplicity": 1, "homo_lumo_gap_ev": 8.737}